[1]
33
Properties=species:S:1:pos:R:3:nbo_charge:R:1 method="wB97M-V/def2-TZVPD" charge=+1 lumo_energy_ev=-3.65 homo_energy_ev=-11.199 multiplicity=1 homo_lumo_gap_ev=7.546
Zn -0.304 -0.066 -1.106 1.52
S 4.223 -0.526 -1.012 0.56
S -1.354 1.776 -0.835 -0.44
S -0.748 -4.601 -1.598 0.53
F -0.812 0.617 4.194 -0.29
F -0.463 0.119 1.434 -0.34
F -1.765 3.115 4.832 -0.28
F -2.409 4.942 3.063 -0.26
F -2.018 4.402 0.362 -0.29
N -0.436 -2.035 -1.476 -0.67
N 1.705 -0.339 -1.178 -0.66
C 0.843 -4.019 -1.301 -0.39
C -2.810 -2.657 -1.569 -0.70
C -1.318 2.186 0.876 -0.28
C 2.872 1.860 -0.926 -0.67
C -1.520 2.805 3.556 0.28
C -1.075 1.542 3.221 0.30
C 0.873 -2.652 -1.393 0.10
C -0.998 1.273 1.878 0.29
C -1.887 3.794 2.641 0.29
C 3.364 -2.008 -1.249 -0.40
C 2.795 0.375 -1.055 0.11
C -1.746 3.469 1.310 0.34
C 1.989 -1.730 -1.266 0.09
C -1.382 -2.970 -1.506 0.15
H -3.301 -3.087 -0.667 0.27
H -2.954 -1.573 -1.582 0.25
H 3.802 -2.975 -1.343 0.26
H 2.723 2.151 0.119 0.26
H 1.984 2.296 -1.451 0.26
H 1.682 -4.668 -1.267 0.26
H 3.835 2.226 -1.242 0.25
H -3.393 -3.042 -2.463 0.28

***

[2]
98
Properties=species:S:1:pos:R:3:lowdin_spin:R:1 method="wB97M-V/def2-TZVPD" charge=-2 lumo_energy_ev="3.56 / 3.57" homo_energy_ev="-2.556 / -2.431" multiplicity=2 homo_lumo_gap_ev="6.120 / 5.997"
Te 0.755 0.339 -2.807 0.00
Cr 0.014 0.499 0.186 1.17
S -2.009 1.512 -0.293 -0.05
S 0.925 2.583 -0.234 -0.04
S -2.690 -5.052 4.954 0.00
Si 0.546 -3.517 -1.976 0.00
Si -0.126 0.664 2.611 -0.04
O -4.118 -4.883 5.187 0.00
O -1.850 -4.547 6.034 0.00
O -2.313 -6.383 4.496 0.00
N 1.909 -0.554 0.302 0.00
N 0.849 -2.105 -1.057 0.01
N -1.383 -1.290 0.455 -0.01
C 0.285 0.734 -5.689 0.00
C 0.446 -5.113 -1.006 0.00
C -0.306 4.734 3.604 0.00
C -0.533 3.489 3.034 0.00
C -0.696 -2.903 2.144 0.00
C -1.691 3.221 -0.434 -0.01
C 0.612 1.515 -7.952 0.00
C -2.892 4.127 -0.519 0.00
C -1.722 -0.721 4.536 0.00
C 4.096 -1.037 1.184 0.00
C 4.047 -2.337 0.669 0.00
C 0.785 3.049 -6.111 0.00
C -3.029 -2.401 1.883 0.00
C -0.069 5.145 -0.512 0.00
C 1.308 2.583 4.255 0.00
C 2.972 -2.716 -0.068 0.00
C -0.425 3.676 -0.430 0.00
C -0.021 -0.355 -4.695 0.00
C -2.322 -3.966 3.576 0.00
C 0.738 4.908 4.506 0.00
C 0.268 2.384 3.344 -0.01
C -2.877 -1.091 5.213 0.00
C -1.137 -3.257 -2.761 0.00
C 1.809 -3.732 -3.353 0.00
C -1.002 -3.779 3.173 0.00
C 3.157 1.220 1.467 0.00
C 0.452 2.252 -3.721 0.00
C 1.545 3.828 4.831 0.00
C -4.086 -0.497 4.883 0.00
C -1.741 0.222 3.504 -0.01
C -4.131 0.454 3.871 0.00
C -2.974 0.800 3.183 0.00
C 0.335 0.491 -7.059 0.00
C 0.838 2.801 -7.475 0.00
C -1.713 -2.206 1.496 0.00
C 0.511 2.025 -5.207 0.00
C 3.037 -0.186 0.969 0.00
C 1.882 -1.810 -0.292 0.00
C -3.330 -3.276 2.920 0.00
H -3.039 1.508 2.365 0.00
H 0.878 -0.203 3.306 0.00
H -0.789 -1.208 4.796 0.00
H 0.659 1.311 -9.015 0.00
H -1.097 -0.509 -4.591 0.00
H 0.967 4.049 -5.735 0.00
H 2.909 -3.706 -0.493 0.00
H 0.432 -1.305 -4.973 0.00
H 1.064 3.605 -8.164 0.00
H 2.293 1.541 2.044 0.00
H -2.617 5.159 -0.736 0.00
H -1.295 -2.207 -3.023 0.00
H 2.764 -4.106 -2.976 0.00
H -0.477 5.615 -1.412 0.00
H -0.214 -4.309 3.694 0.00
H 0.162 -0.515 -7.426 0.00
H 3.238 1.913 0.628 0.00
H 0.916 5.879 4.955 0.00
H -1.343 3.374 2.322 0.00
H 4.950 -0.687 1.747 0.00
H -0.448 5.695 0.354 0.00
H 2.357 3.950 5.539 0.00
H -1.249 -3.857 -3.670 0.00
H -5.076 0.911 3.598 0.00
H 1.945 1.746 4.521 0.00
H -0.304 -5.022 -0.214 0.00
H -0.942 5.572 3.342 0.00
H 0.141 -5.931 -1.666 0.00
H 1.218 2.938 -3.367 0.00
H -0.518 2.638 -3.403 0.00
H 4.862 -3.030 0.846 0.00
H -3.816 -1.841 1.390 0.00
H -3.577 3.780 -1.297 0.00
H 4.050 1.313 2.085 0.00
H -3.452 4.115 0.422 0.00
H -4.349 -3.415 3.255 0.00
H -1.930 -3.550 -2.068 0.00
H 1.013 5.269 -0.527 0.00
H -2.835 -1.874 5.962 0.00
H 1.449 -4.431 -4.113 0.00
H 2.002 -2.768 -3.832 0.00
H -4.994 -0.802 5.391 0.00
H -2.208 -0.993 -0.057 0.00
H 0.334 -2.733 1.851 0.00
H 1.387 -5.398 -0.534 0.00
H -0.696 -1.711 -0.204 0.00

***

[3]
16
Properties=species:S:1:pos:R:3:lowdin_spin:R:1 method="wB97M-V/def2-TZVPD" charge=+2 lumo_energy_ev="-9.48 / -11.20" homo_energy_ev="-17.208 / -18.517" multiplicity=3 homo_lumo_gap_ev="7.728 / 7.317"
Yb 1.111 1.258 1.390 1.11
O -0.557 1.801 0.273 0.06
O -0.662 -1.053 0.324 0.31
O 2.787 0.506 -0.070 0.01
C 2.804 -0.237 -1.046 0.00
C -1.199 1.075 -0.703 0.02
C -1.739 -0.251 -0.170 0.01
C -0.340 -0.965 1.623 0.41
H -2.070 1.618 -1.118 0.00
H 0.411 -1.700 1.925 0.04
H -0.503 0.844 -1.583 0.00
H 3.703 -0.286 -1.680 0.00
H -2.468 -0.081 0.637 0.00
H 2.059 -1.049 -1.140 0.00
H -2.207 -0.828 -0.977 0.00
H -1.130 -0.651 2.315 0.03

***

[4]
34
Properties=species:S:1:pos:R:3:lowdin_charge:R:1 method="wB97M-V/def2-TZVPD" charge=+2 lumo_energy_ev=-12.49 homo_energy_ev=-16.030 multiplicity=1 homo_lumo_gap_ev=3.539
In 1.837 3.005 -0.223 1.23
Nb -1.465 0.967 0.986 1.50
F 1.760 1.506 3.187 0.09
F -1.014 4.107 -0.252 0.07
O 2.381 1.649 0.867 -0.02
O 0.359 2.366 -2.387 -0.08
O 0.504 1.408 -1.504 -0.37
O 1.019 4.548 0.962 0.04
N 0.032 2.391 1.519 -0.08
C -0.775 0.764 -1.180 -0.22
C -0.226 -0.845 1.702 -0.25
C 0.853 -1.411 0.618 -0.24
C 1.029 -2.516 -1.864 -0.09
C 0.007 3.667 0.723 -0.32
C 0.339 -2.628 -0.345 -0.38
C 1.402 1.831 1.755 -0.23
C -1.278 -2.848 -0.424 -0.11
H -1.027 -1.651 2.071 0.12
H -1.602 1.319 -1.840 0.15
H 1.286 2.683 -2.680 0.15
H -1.508 -3.748 -1.166 0.12
H 0.336 -1.940 -2.609 0.08
H -1.914 -1.889 -0.635 0.03
H 1.175 -3.644 -2.225 0.11
H -2.639 2.258 0.441 -0.02
H -2.135 1.111 2.667 -0.03
H 1.753 -1.862 1.262 0.16
H 2.085 -1.960 -1.811 0.10
H 0.393 -0.593 2.692 0.09
H -0.729 -0.332 -1.592 0.09
H -1.616 -3.250 0.648 0.10
H 1.376 -0.574 -0.048 0.09
H -2.789 -0.247 0.583 -0.04
H 0.789 -3.640 0.102 0.16

***

| no. | DFT total energy (hartree) |
| --- | --- |
| 1 | -4120.8381 |
| 2 | -4989.9399 |
| 3 | -1540.8831 |
| 4 | -1116.0584 |